{
  "formula": "C6H9N",
  "method": "the ωB97M-V functional and the def2-TZVPD basis",
  "orbital_gap_ev": 8.42,
  "multiplicity": 1,
  "elements": ["C", "C", "C", "C", "C", "N", "C", "H", "H", "H", "H", "H", "H", "H", "H", "H"],
  "xyz": [[-1.085, -1.629, 0.395], [-0.122, -0.582, -0.123], [-0.574, 0.521, -1.103], [0.842, 0.935, -1.408], [1.466, 1.223, -0.112], [0.664, 1.611, 1.071], [0.800, 0.213, 0.817], [-0.501, -2.395, 0.919], [-1.560, -2.117, -0.464], [-1.863, -1.257, 1.064], [-1.148, 0.138, -1.951], [-1.176, 1.308, -0.622], [0.601, -1.150, -0.725], [2.528, 1.429, -0.044], [-0.222, 2.019, 0.785], [1.364, -0.322, 1.580]],
  "mulliken_charge": [-1.493, 0.490, -0.673, -0.392, -0.093, -0.580, -0.250, 0.370, 0.349, 0.346, 0.312, 0.278, 0.247, 0.392, 0.298, 0.400]
}

{
  "formula": "C21H22F10N4O6S3Ta",
  "method": "the ωB97M-V functional and the def2-TZVPD basis",
  "orbital_gap_ev": 6.87,
  "multiplicity": 1,
  "charge": 1,
  "elements": ["Ta", "C", "C", "N", "C", "C", "C", "C", "N", "C", "C", "F", "C", "F", "C", "C", "F", "C", "F", "H", "H", "H", "H", "H", "H", "H", "H", "H", "H", "H", "H", "H", "H", "H", "F", "C", "F", "F", "S", "O", "O", "N", "S", "O", "O", "C", "F", "F", "F", "S", "C", "C", "C", "C", "C", "N", "H", "H", "H", "H", "C", "C", "O", "O", "H", "H", "H"],
  "xyz": [[0.012, -0.305, -0.394], [-2.582, 2.660, 0.889], [-1.108, 2.985, 1.106], [-0.239, 2.613, -0.030], [-0.689, 3.388, -1.203], [0.145, 3.239, -2.466], [1.162, 2.907, 0.291], [2.069, 1.840, -0.322], [1.764, 0.548, 0.307], [2.726, 0.013, 1.141], [2.447, -1.221, 1.758], [1.252, -1.805, 1.405], [3.278, -1.888, 2.640], [2.881, -3.038, 3.171], [4.515, -1.357, 2.967], [4.867, -0.176, 2.341], [6.061, 0.358, 2.580], [4.018, 0.496, 1.462], [4.532, 1.624, 0.939], [-3.061, 2.572, 1.857], [-2.688, 1.717, 0.363], [-3.093, 3.437, 0.332], [-0.753, 2.433, 1.975], [-1.003, 4.060, 1.304], [-0.717, 4.452, -0.925], [-1.704, 3.067, -1.423], [1.128, 3.688, -2.360], [-0.362, 3.749, -3.281], [0.258, 2.193, -2.736], [1.297, 2.874, 1.375], [1.464, 3.900, -0.063], [3.105, 2.146, -0.226], [1.859, 1.742, -1.387], [5.177, -1.842, 3.664], [2.686, -1.570, -1.134], [2.881, -1.435, -2.493], [3.556, -0.300, -2.645], [3.622, -2.441, -2.891], [1.064, -1.292, -2.993], [0.920, -0.078, -2.165], [0.934, -1.109, -4.381], [0.743, -2.669, -2.332], [-0.490, -3.067, -1.468], [-0.542, -2.111, -0.343], [-1.729, -3.517, -1.965], [0.311, -4.485, -0.551], [0.652, -5.507, -1.310], [1.409, -3.976, 0.012], [-0.494, -4.906, 0.415], [-1.100, -0.089, 1.825], [-2.635, -0.831, 1.379], [-3.612, -1.156, 2.313], [-4.767, -1.767, 1.854], [-4.895, -2.051, 0.500], [-3.873, -1.667, -0.351], [-2.776, -1.051, 0.073], [-3.460, -0.923, 3.352], [-5.553, -2.030, 2.545], [-5.778, -2.531, 0.112], [-3.916, -1.860, -1.414], [-2.774, 0.438, -3.542], [-1.743, -0.075, -2.588], [-1.164, -1.178, -2.773], [-1.468, 0.622, -1.576], [-2.884, -0.256, -4.367], [-2.477, 1.422, -3.904], [-3.716, 0.545, -3.003]],
  "mulliken_charge": [1.122, -1.285, -1.145, 1.509, -0.812, -1.318, -1.391, -0.861, 0.861, 0.532, 0.043, -0.218, 0.100, -0.279, -0.522, 0.034, -0.289, -0.026, -0.282, 0.378, 0.162, 0.388, 0.617, 0.530, 0.586, 0.435, 0.383, 0.422, 0.146, 0.393, 0.407, 1.029, -0.014, 0.551, -0.047, 0.678, -0.230, -0.227, 1.056, -0.798, -0.660, -0.515, 1.206, -0.384, -0.619, 0.725, -0.190, -0.179, -0.183, -0.569, 0.694, -0.817, -0.364, -1.043, -0.270, 0.378, 0.516, 0.438, 0.465, 0.434, -1.477, 0.692, -0.636, -0.374, 0.430, 0.350, 0.332]
}

{
  "formula": "CH7N2",
  "method": "the ωB97M-V functional and the def2-TZVPD basis",
  "orbital_gap_ev": 11.39,
  "multiplicity": 1,
  "charge": 1,
  "elements": ["N", "H", "H", "H", "H", "C", "N", "H", "H", "H"],
  "xyz": [[-0.905, -0.291, 1.503], [-1.662, -0.894, 1.178], [-0.243, -0.710, 2.156], [-0.318, -0.149, 0.623], [-1.317, 0.548, 1.906], [0.722, 0.142, -1.809], [0.801, 0.483, -0.594], [-0.098, -0.517, -2.060], [1.349, 0.480, -2.623], [1.671, 0.908, -0.281]],
  "mulliken_charge": [-0.445, 0.412, 0.400, 0.305, 0.370, -0.167, -0.528, 0.182, 0.272, 0.199]
}

{
  "formula": "C5H13O",
  "method": "the ωB97M-V functional and the def2-TZVPD basis",
  "orbital_gap_ev": 13.42,
  "multiplicity": 1,
  "charge": 1,
  "elements": ["C", "C", "C", "C", "C", "O", "H", "H", "H", "H", "H", "H", "H", "H", "H", "H", "H", "H", "H"],
  "xyz": [[-0.916, 1.207, -0.649], [-1.654, -0.974, 0.630], [0.948, -1.038, -0.927], [1.743, 0.564, 0.749], [-0.610, 0.189, 0.487], [0.731, -0.422, 0.312], [-0.717, 0.726, -1.560], [-0.353, 2.079, -0.517], [-1.978, 1.409, -0.565], [-2.101, -1.156, -0.379], [-2.412, -0.656, 1.237], [-0.959, -1.904, 0.911], [1.754, -1.715, -0.647], [0.007, -1.506, -1.257], [1.303, -0.235, -1.611], [1.593, 0.786, 1.808], [2.668, 0.350, 0.095], [1.455, 1.486, 0.259], [-0.502, 0.811, 1.626]],
  "mulliken_charge": [-1.244, -1.283, -0.808, -0.695, 0.311, -0.144, 0.373, 0.442, 0.412, 0.355, 0.487, 0.264, 0.313, 0.394, 0.418, 0.391, 0.350, 0.327, 0.337]
}

{
  "formula": "C32H23ClNO7P",
  "method": "the ωB97M-V functional and the def2-TZVPD basis",
  "orbital_gap_ev": 7.20,
  "multiplicity": 1,
  "elements": ["C", "C", "O", "N", "C", "P", "Cl", "C", "O", "O", "H", "H", "H", "H", "H", "H", "H", "C", "C", "C", "C", "C", "C", "C", "O", "C", "C", "C", "C", "C", "C", "C", "O", "H", "H", "H", "H", "H", "H", "H", "H", "C", "C", "C", "C", "C", "C", "C", "O", "C", "C", "C", "C", "C", "C", "C", "O", "H", "H", "H", "H", "H", "H", "H", "H"],
  "xyz": [[8.483, 3.559, 5.454], [7.177, 4.341, 4.763], [7.106, 4.344, 3.430], [6.227, 5.018, 5.724], [6.113, 6.484, 5.352], [4.586, 4.325, 5.694], [4.009, 3.297, 7.464], [4.217, 3.167, 4.221], [3.584, 3.700, 3.139], [4.596, 1.749, 4.132], [9.260, 4.435, 5.688], [8.219, 3.084, 6.494], [9.021, 2.836, 4.706], [5.692, 7.091, 6.287], [7.221, 6.848, 5.098], [5.395, 6.537, 4.414], [3.663, 5.460, 5.561], [-3.032, 2.159, -3.013], [-3.116, 0.861, -2.510], [-2.141, 0.389, -1.629], [-1.072, 1.214, -1.259], [-0.975, 2.504, -1.781], [-1.964, 2.982, -2.651], [0.174, 3.366, -1.437], [0.258, 4.500, -1.892], [1.225, 2.838, -0.544], [2.349, 3.623, -0.255], [3.341, 3.137, 0.600], [3.209, 1.873, 1.174], [2.093, 1.086, 0.884], [1.104, 1.567, 0.015], [-0.055, 0.713, -0.313], [-0.169, -0.400, 0.188], [-3.797, 2.530, -3.692], [-3.941, 0.216, -2.802], [-2.215, -0.624, -1.237], [-1.903, 3.992, -3.052], [2.458, 4.612, -0.697], [4.215, 3.746, 0.818], [3.978, 1.497, 1.845], [1.999, 0.099, 1.332], [-7.558, -5.059, -4.838], [-7.641, -6.357, -4.335], [-6.666, -6.829, -3.455], [-5.597, -6.004, -3.085], [-5.501, -4.714, -3.606], [-6.490, -4.236, -4.476], [-4.351, -3.853, -3.262], [-4.268, -2.719, -3.717], [-3.301, -4.380, -2.369], [-2.177, -3.595, -2.080], [-1.185, -4.081, -1.226], [-1.316, -5.345, -0.651], [-2.432, -6.132, -0.941], [-3.422, -5.651, -1.810], [-4.581, -6.505, -2.139], [-4.695, -7.618, -1.638], [-8.322, -4.688, -5.517], [-8.467, -7.002, -4.627], [-6.741, -7.842, -3.062], [-6.428, -3.226, -4.877], [-2.068, -2.606, -2.522], [-0.310, -3.472, -1.007], [-0.547, -5.721, 0.020], [-2.526, -7.119, -0.493]],
  "mulliken_charge": [-0.894, 0.440, -0.461, -0.039, -0.866, 0.427, -0.192, 0.568, -0.510, -0.612, 0.266, 0.288, 0.310, 0.319, 0.320, 0.423, 0.237, -0.531, -0.453, -0.806, 0.200, 0.256, -0.552, 0.558, -0.693, 0.235, -0.668, -0.361, -0.311, -0.756, 0.323, 0.471, -0.696, 0.392, 0.430, 0.731, 0.453, 0.429, 0.409, 0.456, 0.463, -0.470, -0.447, -0.555, 0.193, 0.210, -0.504, 0.508, -0.675, 0.175, -0.677, -0.482, -0.524, -0.575, 0.287, 0.558, -0.680, 0.388, 0.392, 0.448, 0.450, 0.707, 0.418, 0.397, 0.454]
}

{
  "formula": "C3H3NO",
  "method": "the ωB97M-V functional and the def2-TZVPD basis",
  "orbital_gap_ev": 9.08,
  "multiplicity": 1,
  "elements": ["O", "C", "C", "C", "N", "H", "H", "H"],
  "xyz": [[-0.583, 0.625, -1.314], [-0.252, 0.551, 0.351], [-0.083, -0.913, 0.236], [0.566, 0.124, -0.782], [1.312, 0.951, -0.075], [-0.638, 1.405, 0.887], [-0.940, -1.511, -0.080], [0.618, -1.368, 0.935]],
  "mulliken_charge": [-0.403, -0.192, -0.323, 0.547, -0.603, 0.460, 0.253, 0.261]
}

Calculated ΔE to the lowest compared entry with this formula, charge and spin (kJ/mol), listed in the same order as above: 476.9; 169.4; 30.9; 125.4; 542.1; 607.2